A cluster of 2 separate species, C7H9NO4 in total. Source: the Open Molecules 2025 dataset; level of theory: the ωB97M-V functional and the def2-TZVPD basis.

The calculation puts the energy above the lowest of the compared OMol25 structures with the same formula, charge and spin at 34.5 kcal per mole. Its SMILES is CC(=O)CC=O.COC(=O)C#N. Its charge is 0. Its orbital gap is 9.5 eV.

Last columns: bonded neighbours and bond lengths (Å).
Cartesian coordinates (Å):
1 C -0.69924 2.38285 2.16784  C2 1.507, H7 1.094, H8 1.099, H9 1.097
2 C -0.80153 1.22009 1.21481  C1 1.507, O3 1.218, C4 1.517
3 O -1.23946 0.10451 1.43385  C2 1.218
4 C -0.42179 1.54029 -0.21906  C2 1.517, C5 1.473, H10 1.089, H11 1.116
5 C 0.90326 2.15915 -0.39623  C4 1.473, O6 1.202, H12 1.115
6 O 1.23840 3.14559 0.20410  C5 1.202
7 H -0.86262 2.08218 3.20674  C1 1.094
8 H 0.32010 2.78271 2.07774  C1 1.099
9 H -1.41257 3.17056 1.89597  C1 1.097
10 H -0.44767 0.61421 -0.79225  C4 1.089
11 H -1.22130 2.17476 -0.67023  C4 1.116
12 H 1.59642 1.66695 -1.11834  C5 1.115
13 C -0.23443 -3.38265 -1.94300  O14 1.398, H19 1.117, H20 1.111, H21 1.101
14 O 0.59678 -3.04234 -0.87105  C13 1.398, C15 1.309
15 C 0.82529 -1.77116 -0.65742  O14 1.309, O16 1.213, C17 1.447
16 O 0.63298 -0.87465 -1.45213  C15 1.213
17 C 1.15032 -1.66059 0.74836  C15 1.447, N18 1.143
18 N 1.47213 -1.74607 1.84136  C17 1.143
19 H -1.22552 -2.87086 -1.89155  C13 1.117
20 H 0.24166 -3.23021 -2.93558  C13 1.111
21 H -0.41120 -4.46532 -1.84392  C13 1.101